No. 1
{
  "formula": "C18H59MgO22S5",
  "method": "ωB97M-V/def2-TZVPD",
  "elements": ["Mg", "C", "C", "C", "O", "H", "H", "H", "H", "H", "H", "H", "O", "S", "O", "O", "C", "C", "C", "H", "H", "H", "H", "H", "H", "H", "H", "O", "S", "O", "O", "C", "C", "C", "H", "H", "H", "H", "H", "H", "H", "H", "O", "S", "O", "O", "C", "C", "C", "H", "H", "H", "H", "H", "H", "H", "H", "O", "S", "O", "O", "C", "C", "C", "H", "H", "H", "H", "H", "H", "H", "H", "O", "S", "O", "O", "C", "C", "C", "H", "H", "H", "H", "H", "H", "H", "H", "O", "H", "H", "O", "H", "H", "O", "H", "H", "O", "H", "H", "O", "H", "H", "O", "H", "H"],
  "xyz": [[0.1528, 0.5712, -6.7297], [-0.7448, -1.0732, -0.9579], [-0.4891, 0.0167, -1.9932], [0.4438, 1.0993, -1.3816], [-0.1348, -0.3132, -3.2980], [-1.5510, -0.9172, -0.2411], [0.1590, -1.3407, -0.4105], [-0.8560, -2.0603, -1.4067], [-1.4907, 0.4464, -2.0068], [1.4363, 0.6539, -1.3133], [0.0523, 1.4360, -0.4217], [0.3964, 2.0041, -1.9876], [-3.9448, -0.0333, 6.0564], [-4.5176, 0.5446, 4.8226], [-5.5613, 1.5882, 4.8357], [-3.2675, 1.2003, 3.9276], [-3.5500, 1.8672, 2.6834], [-3.0649, 3.3047, 2.8910], [-4.8305, -0.7778, 3.5189], [-4.6079, 1.6849, 2.4940], [-3.0628, 1.4298, 1.8120], [-2.2376, 3.4056, 3.5935], [-3.9137, 3.8401, 3.3166], [-2.6623, 3.7044, 1.9604], [-5.5802, -0.4518, 2.7979], [-5.1440, -1.5753, 4.1926], [-3.9528, -1.1884, 3.0198], [-0.2463, -5.3252, 6.5435], [0.3184, -5.1164, 5.2074], [1.6135, -5.6537, 4.9175], [-0.7981, -5.5835, 4.0464], [-0.3365, -5.7297, 2.7108], [-1.5962, -6.3825, 2.0672], [0.4619, -3.2992, 4.7549], [0.5639, -6.3286, 2.5740], [-0.0411, -4.7408, 2.3601], [-1.7466, -7.3174, 2.6070], [-1.5575, -6.4699, 0.9814], [-2.5050, -5.9198, 2.4519], [0.8089, -3.2308, 3.7239], [1.2183, -2.8794, 5.4181], [-0.5534, -2.9058, 4.8045], [3.7636, 4.5799, -0.9372], [3.8437, 5.5826, 0.1542], [5.0772, 6.0040, 0.8265], [3.0377, 6.9229, -0.3094], [2.1862, 6.8713, -1.4880], [1.3182, 8.1764, -1.5427], [2.6083, 5.1985, 1.5341], [1.6925, 5.9029, -1.4071], [2.8838, 6.9299, -2.3235], [0.9472, 8.3947, -0.5413], [0.5041, 8.1206, -2.2654], [1.9646, 9.0037, -1.8354], [2.0906, 4.3061, 1.1823], [1.9973, 6.0897, 1.6771], [3.1267, 4.9785, 2.4674], [4.6008, -3.7807, 1.9301], [6.0789, -3.9211, 1.8842], [6.7738, -4.4931, 0.7614], [6.7914, -2.4403, 2.3429], [6.1802, -1.6962, 3.3835], [5.4632, -0.4231, 2.9127], [6.5650, -4.9831, 3.4077], [6.9978, -1.3358, 4.0079], [5.4912, -2.2905, 3.9836], [6.1493, 0.4112, 2.7667], [4.8779, 0.0819, 3.6812], [4.9177, -0.7478, 2.0266], [7.5273, -4.6742, 3.8159], [6.6047, -6.0187, 3.0699], [5.8300, -4.8698, 4.2046], [-6.9956, -0.0891, -1.4919], [-7.0417, 0.6730, -2.7643], [-8.2966, 1.0446, -3.3784], [-6.2304, 2.1009, -2.7147], [-6.8880, 3.2848, -2.3686], [-6.1788, 4.3610, -3.2362], [-5.9214, -0.0214, -4.0949], [-6.7175, 3.4443, -1.3039], [-7.9498, 3.2065, -2.6020], [-6.0741, 5.3561, -2.8040], [-6.7849, 4.4674, -4.1359], [-5.1799, 3.9856, -3.4587], [-6.1047, 0.4864, -5.0417], [-6.4944, -0.9241, -4.3066], [-4.9055, -0.0374, -3.7002], [-1.0732, -4.3291, -4.7351], [-0.3057, -4.9006, -4.7091], [-0.7883, -3.5249, -4.3011], [3.8325, -1.9619, -3.6213], [3.9307, -2.8094, -3.1873], [3.0118, -1.6096, -3.2769], [2.4108, -5.1511, -1.6772], [2.4472, -6.1052, -1.7452], [2.9692, -4.9424, -0.9283], [1.4223, 3.0183, -5.7986], [2.3709, 3.0626, -5.9181], [1.1110, 3.8955, -6.0218], [6.3877, 1.1073, -2.7803], [5.8317, 1.6097, -2.1848], [6.0764, 0.2060, -2.6963], [-0.8869, -1.9473, -7.6879], [-0.8639, -2.7000, -7.0970], [-1.0926, -2.3210, -8.5448]],
  "total_charge": 1,
  "homo_energy_ha": -0.4154
}

No. 2
{
  "formula": "C18H59N4O9",
  "method": "ωB97M-V/def2-TZVPD",
  "elements": ["O", "H", "H", "H", "O", "H", "H", "H", "C", "C", "O", "H", "H", "H", "H", "H", "C", "C", "C", "O", "C", "N", "H", "H", "H", "H", "H", "H", "H", "H", "H", "H", "H", "C", "C", "C", "O", "C", "N", "H", "H", "H", "H", "H", "H", "H", "H", "H", "H", "H", "C", "C", "C", "O", "C", "N", "H", "H", "H", "H", "H", "H", "H", "H", "H", "H", "H", "C", "C", "C", "O", "C", "N", "H", "H", "H", "H", "H", "H", "H", "H", "H", "H", "H", "O", "H", "H", "O", "H", "H"],
  "xyz": [[4.2738, -0.6959, -0.7014], [4.4323, -1.5252, -0.2445], [3.4635, -0.7083, -1.2160], [4.9690, -0.4738, -1.3252], [2.0447, 0.1583, -4.8162], [2.9779, 0.1275, -5.0394], [1.8551, 0.0316, -3.8837], [1.5793, -0.4418, -5.4034], [0.9051, -0.4401, -0.0743], [0.9478, -0.9623, -1.4888], [1.9137, -0.4245, -2.3273], [0.5411, 0.5823, 0.0270], [1.9050, -0.5388, 0.3483], [0.3632, -1.1732, 0.5231], [-0.0734, -0.8762, -1.8600], [1.0690, -2.0409, -1.3883], [1.1814, -4.2128, 1.3218], [2.0779, -5.4198, 1.1365], [2.0748, -6.0879, -0.2922], [2.6568, -7.4504, -0.2905], [1.8572, -8.4226, 0.3754], [3.4641, -4.9681, 1.4147], [1.0657, -3.7785, 2.3148], [0.1532, -4.4271, 1.0303], [1.5021, -3.3095, 0.8027], [1.9209, -6.1125, 1.9633], [2.6644, -5.4999, -0.9956], [1.0899, -5.9944, -0.7497], [2.3892, -8.7282, 1.2763], [1.7782, -9.3114, -0.2507], [0.8433, -8.2110, 0.7151], [3.4712, -4.9938, 2.4244], [3.9629, -5.8201, 1.2015], [-3.5107, 1.5168, 6.0884], [-3.7987, 0.7690, 4.7859], [-2.7513, 0.9479, 3.6153], [-3.2285, 0.3341, 2.3666], [-2.3105, 0.4103, 1.3099], [-3.7713, -0.6096, 5.1329], [-3.1784, 2.4804, 5.7020], [-2.6891, 1.1061, 6.6753], [-4.3491, 1.7468, 6.7457], [-4.8074, 1.0550, 4.4879], [-1.9443, 0.3963, 4.0975], [-2.5226, 1.9981, 3.4338], [-1.3209, 0.0202, 1.5478], [-2.3687, 1.4544, 1.0026], [-2.6215, -0.2112, 0.4701], [-4.2461, -1.1028, 4.3904], [-4.3732, -0.7260, 5.9356], [-0.3458, 3.6431, 1.4217], [0.3286, 4.9923, 1.4087], [0.1492, 5.7502, 2.7634], [-1.2015, 5.8745, 3.1015], [-1.7046, 7.2037, 3.0799], [1.7307, 4.8090, 0.9243], [-1.4163, 3.7719, 1.2621], [-0.2177, 3.3580, 2.4659], [0.0595, 3.0088, 0.6334], [-0.1746, 5.6001, 0.6567], [0.6606, 6.7126, 2.7419], [0.6338, 5.3800, 3.6669], [-2.7940, 7.1698, 3.0951], [-1.4550, 7.6854, 2.1346], [-1.3114, 7.7414, 3.9427], [1.6529, 4.4412, -0.0131], [2.2802, 4.0817, 1.3593], [-0.8690, 1.1443, -5.5184], [-0.9522, -0.4250, -5.5331], [-2.4124, -0.9459, -5.6236], [-3.3464, -0.3469, -4.7384], [-2.9570, -0.2588, -3.3995], [0.0386, -0.8015, -6.5640], [0.1038, 1.5479, -5.2377], [-1.5134, 1.6494, -4.7988], [-1.2005, 1.6391, -6.4313], [-0.5609, -0.7305, -4.5627], [-2.4052, -2.0350, -5.6659], [-2.8980, -0.7351, -6.5764], [-3.7664, -0.3726, -2.6784], [-2.3840, 0.6554, -3.2445], [-2.3315, -1.0277, -2.9460], [0.0553, -1.8051, -6.6758], [-0.2232, -0.4540, -7.4754], [3.2716, 2.0797, 1.6762], [4.2116, 2.2366, 1.5859], [2.9467, 2.0449, 0.7765], [2.4348, 2.0715, -0.7596], [2.2693, 2.8559, -1.2827], [2.0859, 1.3532, -1.2873]],
  "total_charge": 1,
  "homo_energy_ha": -0.3892,
  "de_lowest_kj_mol": 66.3
}

No. 3
{
  "formula": "C18H64N2O13",
  "method": "ωB97M-V/def2-TZVPD",
  "elements": ["C", "C", "O", "H", "H", "H", "H", "H", "H", "C", "C", "O", "H", "H", "H", "H", "H", "H", "C", "C", "O", "H", "H", "H", "H", "H", "H", "C", "C", "O", "H", "H", "H", "H", "H", "H", "C", "C", "O", "H", "H", "H", "H", "H", "H", "O", "H", "H", "O", "H", "H", "O", "H", "H", "O", "H", "H", "O", "H", "H", "O", "H", "H", "C", "C", "C", "O", "C", "N", "H", "H", "H", "H", "H", "H", "H", "H", "H", "H", "H", "C", "C", "C", "O", "C", "N", "H", "H", "H", "H", "H", "H", "H", "H", "H", "H", "H"],
  "xyz": [[4.7522, -2.3086, -1.4355], [3.6369, -1.8299, -0.5455], [3.9581, -2.1191, 0.8279], [5.6841, -1.7999, -1.1782], [4.5782, -2.1293, -2.4996], [4.9724, -3.3727, -1.3188], [2.6934, -2.3315, -0.7845], [3.5000, -0.7504, -0.5539], [3.8479, -3.0570, 1.0099], [0.9516, -3.2347, 2.5750], [0.4616, -1.8904, 3.1338], [-0.9203, -1.9812, 3.4280], [2.0371, -3.2032, 2.4467], [0.4423, -3.4508, 1.6375], [0.7903, -4.0014, 3.3358], [0.6115, -1.1883, 2.3045], [1.0421, -1.5942, 4.0010], [-1.4389, -2.4687, 2.7786], [3.0624, 1.3552, 4.0626], [3.3718, 0.5481, 2.8128], [3.8956, -0.7363, 3.2164], [2.1981, 0.8748, 4.5392], [2.7758, 2.3646, 3.7759], [3.8101, 1.2452, 4.8456], [4.2106, 0.9689, 2.2461], [2.4798, 0.4248, 2.1902], [4.1809, -1.1647, 2.3876], [0.4062, 0.2955, -0.2603], [-0.6868, 0.8296, -1.2075], [-0.1898, 0.6424, -2.5356], [0.5022, -0.7908, -0.1983], [0.2749, 0.6682, 0.7593], [1.3703, 0.6718, -0.6004], [-0.6677, 1.8997, -0.9818], [-1.6569, 0.3988, -0.9733], [-0.5248, -0.2245, -2.8208], [1.5191, -1.7166, -6.4572], [1.2163, -2.7431, -5.3679], [1.0191, -2.0081, -4.1616], [2.4670, -1.2303, -6.2084], [0.7465, -0.9492, -6.4773], [1.6625, -2.1292, -7.4543], [2.0731, -3.4130, -5.2592], [0.3228, -3.3107, -5.6374], [0.7070, -2.6317, -3.4927], [-1.7878, 2.3678, -4.0315], [-2.5360, 2.6206, -3.4856], [-1.1053, 2.0625, -3.4025], [-1.8474, -2.7917, -2.7683], [-2.0267, -2.1698, -3.4886], [-2.7108, -2.8908, -2.3071], [2.3918, 0.4849, -3.5543], [2.1559, -0.2668, -4.1102], [1.5444, 0.7562, -3.1615], [3.5524, 2.6473, -0.7514], [3.8953, 3.1261, -1.5143], [2.8722, 2.0716, -1.1190], [-4.2221, 1.0906, -2.2236], [-4.5362, 2.0009, -2.3031], [-5.0168, 0.5808, -2.0275], [-2.9969, -0.2179, -4.6237], [-2.2948, 0.3848, -4.9007], [-3.5797, 0.3319, -4.0824], [0.4489, 3.4802, 2.0674], [0.4421, 4.2084, 3.3796], [-0.0607, 5.6439, 3.1170], [0.1300, 6.4462, 4.2688], [1.3674, 7.0944, 4.4244], [-0.3560, 3.5149, 4.3787], [0.7119, 2.4262, 2.2017], [1.1881, 3.8824, 1.3700], [-0.4938, 3.4869, 1.5073], [1.4641, 4.3325, 3.7460], [-1.1335, 5.5810, 2.9149], [0.4037, 6.1361, 2.2559], [2.1663, 6.3385, 4.3672], [1.3960, 7.5092, 5.4282], [1.5501, 7.8513, 3.6555], [-1.3168, 3.4895, 4.0524], [-0.3160, 4.0136, 5.2585], [-3.9793, -4.3581, -0.2486], [-4.3980, -2.8994, -0.2676], [-3.3335, -1.9684, 0.3743], [-3.2694, -2.0953, 1.7772], [-4.4849, -1.7110, 2.3916], [-4.5307, -2.4823, -1.7143], [-4.6191, -4.9636, -0.8932], [-3.9804, -4.7772, 0.7559], [-2.9706, -4.4348, -0.6609], [-5.3985, -2.7401, 0.1329], [-3.5024, -0.9390, 0.0186], [-2.3559, -2.1683, -0.0744], [-4.2610, -1.6216, 3.4552], [-5.2823, -2.4527, 2.3143], [-4.8583, -0.7496, 2.0280], [-5.0125, -1.5872, -1.7496], [-5.2531, -3.1038, -2.0818]],
  "total_charge": 0,
  "homo_energy_ha": -0.3276
}

No. 4
{
  "formula": "C18H66N18O15",
  "method": "ωB97M-V/def2-TZVPD",
  "elements": ["C", "C", "O", "H", "H", "H", "H", "H", "H", "C", "C", "O", "H", "H", "H", "H", "H", "H", "C", "C", "O", "H", "H", "H", "H", "H", "H", "C", "O", "N", "N", "H", "H", "H", "H", "C", "O", "N", "N", "H", "H", "H", "H", "C", "O", "N", "N", "H", "H", "H", "H", "C", "O", "N", "N", "H", "H", "H", "H", "C", "O", "N", "N", "H", "H", "H", "H", "C", "O", "N", "N", "H", "H", "H", "H", "C", "O", "N", "N", "H", "H", "H", "H", "C", "O", "N", "N", "H", "H", "H", "H", "C", "O", "N", "N", "H", "H", "H", "H", "C", "O", "H", "H", "H", "H", "C", "O", "H", "H", "H", "H", "C", "O", "H", "H", "H", "H"],
  "xyz": [[-19.1290, 3.5350, 20.6720], [-19.2280, 3.0570, 19.2350], [-20.5800, 2.9560, 18.7750], [-19.2870, 2.6950, 21.2250], [-19.9640, 4.1530, 20.9530], [-18.1690, 4.0050, 20.9350], [-18.6370, 2.1720, 19.1260], [-18.7490, 3.7340, 18.5580], [-20.4350, 2.9400, 17.8350], [-13.6910, 8.0920, 18.7380], [-14.4210, 8.4470, 20.0420], [-15.7540, 8.7170, 19.6560], [-14.2260, 7.4120, 18.1710], [-12.7180, 7.5670, 18.9550], [-13.5320, 8.9600, 18.1950], [-14.0040, 9.3470, 20.5940], [-14.4020, 7.4810, 20.6100], [-15.7680, 9.6350, 19.3730], [-22.6990, 8.9680, 15.6300], [-22.1090, 8.0780, 14.5230], [-22.9340, 6.9430, 14.4050], [-22.8080, 8.4010, 16.5680], [-23.6760, 9.3880, 15.3830], [-22.0800, 9.8700, 15.7770], [-21.0400, 7.8250, 14.6680], [-22.1080, 8.5530, 13.5730], [-22.5320, 6.5700, 13.6250], [-15.5080, 4.9560, 19.2750], [-14.6430, 4.4610, 18.3110], [-15.3320, 4.8150, 20.5650], [-16.6140, 5.4910, 18.9430], [-14.4710, 4.4200, 20.7240], [-15.8380, 5.3480, 21.2850], [-16.6910, 5.6540, 17.9130], [-17.3040, 5.8050, 19.5460], [-21.6380, 10.9920, 18.2410], [-22.8060, 11.6950, 18.3960], [-21.6050, 9.7190, 18.5490], [-20.5250, 11.4860, 17.7720], [-22.4950, 9.3270, 18.8280], [-20.7680, 9.0920, 18.4520], [-20.5450, 12.5350, 17.5720], [-19.9430, 10.9690, 17.1220], [-18.5890, 10.1580, 20.8420], [-18.4820, 8.8590, 21.3400], [-18.4660, 11.2910, 21.4610], [-18.6840, 10.3750, 19.5340], [-18.2480, 11.2710, 22.4810], [-18.6420, 12.1160, 20.9360], [-18.5140, 9.4260, 19.1230], [-19.5240, 10.7970, 19.0740], [-18.5880, 9.6390, 14.7880], [-19.0790, 9.7860, 16.1310], [-18.3530, 8.4950, 14.2450], [-18.3190, 10.6600, 14.0330], [-18.5480, 7.5880, 14.7120], [-17.9390, 8.3170, 13.3120], [-18.2270, 11.5450, 14.5620], [-17.6970, 10.6600, 13.1930], [-24.6050, 8.9980, 18.9810], [-25.1690, 10.1480, 19.5680], [-25.1610, 8.5040, 17.8700], [-23.6760, 8.2740, 19.5490], [-25.7890, 9.2210, 17.5150], [-24.9260, 7.6220, 17.4220], [-23.2940, 8.4140, 20.5070], [-23.3220, 7.5140, 18.9670], [-19.0000, 7.3770, 18.4550], [-19.1020, 6.4500, 19.4990], [-17.9580, 8.1100, 18.2370], [-19.9170, 7.6600, 17.5960], [-17.1420, 7.8820, 18.8480], [-17.9210, 8.8950, 17.5290], [-19.9470, 8.4260, 16.8580], [-20.7880, 7.0920, 17.6440], [-22.5110, 5.2150, 21.0220], [-23.4960, 5.5820, 21.9510], [-21.5780, 6.0100, 20.6150], [-22.4860, 4.0870, 20.4410], [-21.5000, 6.8810, 21.1360], [-20.6360, 5.8850, 20.2500], [-23.1650, 3.4110, 20.8020], [-21.7600, 3.7810, 19.8930], [-17.3430, 5.9000, 15.5420], [-16.7900, 5.0630, 14.5930], [-18.6480, 6.0870, 15.6810], [-16.6670, 6.4990, 16.4540], [-19.2940, 5.5900, 15.0420], [-19.0070, 6.6550, 16.5000], [-15.6190, 6.5490, 16.2310], [-17.0530, 7.1230, 17.1620], [-15.3660, 11.7830, 19.6890], [-13.9990, 12.0420, 19.4710], [-16.1360, 11.1750, 18.8390], [-15.9780, 11.9960, 20.7990], [-15.7770, 10.9580, 17.8950], [-17.1550, 10.9620, 19.0750], [-15.4010, 12.1320, 21.6090], [-16.9320, 11.6730, 21.0740], [-21.7150, 5.3290, 17.1020], [-22.1720, 6.2940, 17.9920], [-22.3760, 4.4390, 17.0960], [-20.7400, 5.0080, 17.4430], [-21.6150, 5.7770, 16.1370], [-22.1320, 5.9360, 18.8410], [-17.9700, 6.1550, 22.8090], [-16.8840, 6.6890, 22.0600], [-17.9640, 6.6320, 23.7740], [-17.9450, 5.0670, 22.9430], [-18.8670, 6.3340, 22.2440], [-17.1840, 7.6290, 21.8800], [-15.2220, 9.5070, 15.9630], [-14.9300, 10.7720, 16.4720], [-14.3230, 8.8900, 15.8300], [-15.8860, 9.5730, 15.0440], [-15.8240, 8.9060, 16.7140], [-14.2960, 11.1990, 15.8890]],
  "total_charge": 0,
  "homo_energy_ha": -0.3124,
  "de_lowest_kj_mol": 229.5
}

In the order shown, the computed calculated total energy values come out to -4566.8759, -1616.8633, -1811.7330, -2839.4671 Eh.